{
  "formula": "C4H40O17",
  "method": "ωB97M-V with the def2-TZVPD basis set",
  "e_homo_ev": -10.23,
  "de_lowest_kcal_mol": 16.86,
  "spin_multiplicity": 1,
  "gap_ha": 0.37714,
  "symbols": ["O", "C", "C", "C", "C", "H", "H", "H", "H", "H", "H", "H", "H", "H", "H", "O", "H", "H", "O", "H", "H", "O", "H", "H", "O", "H", "H", "O", "H", "H", "O", "H", "H", "O", "H", "H", "O", "H", "H", "O", "H", "H", "O", "H", "H", "O", "H", "H", "O", "H", "H", "O", "H", "H", "O", "H", "H", "O", "H", "H", "O"],
  "coordinates": [[-1.148968, -3.433674, 2.879737], [-1.824038, -3.855017, 1.957630], [-2.372059, -2.989092, 0.839511], [-1.394389, -1.915237, 0.377368], [-1.998598, -0.885204, -0.567201], [-1.931367, -4.943497, 1.810492], [-2.542260, -3.759480, 0.069913], [-3.393416, -2.715225, 1.068460], [-1.014472, -1.502544, 1.290459], [-0.532687, -2.382283, -0.077656], [-2.208311, -1.197414, -1.576384], [-1.358558, 0.007850, -0.550505], [-2.899039, -0.550398, -0.058684], [3.884436, 1.217874, 2.313644], [3.447690, 0.035882, 1.541953], [3.423954, 0.359526, 2.438518], [3.685374, -0.329136, -2.773946], [3.882971, 1.158013, -2.886876], [4.247293, 0.455706, -2.414128], [3.157186, -0.609661, -0.824196], [2.204920, 0.365118, 0.040975], [2.401149, -0.611035, -0.187677], [1.447247, -3.656806, -0.042909], [1.823490, -2.249466, -0.517038], [1.652661, -3.166778, -0.878845], [-4.371158, 1.846021, -0.293920], [-4.087006, 2.753702, 0.984076], [-4.429302, 2.733365, 0.049345], [0.612487, -3.259238, 1.959990], [2.080441, -3.038816, 2.019558], [1.421371, -3.701839, 1.734732], [0.023414, -0.953475, -3.895970], [0.791178, 0.228304, -3.646815], [0.329903, -0.224476, -4.429099], [-1.167767, 4.881776, 2.883703], [-0.300247, 3.791248, 3.387543], [-0.971832, 4.000258, 2.707924], [1.868222, 3.194321, 2.758896], [1.289227, 1.907272, 3.968648], [1.274800, 2.802684, 3.529142], [-3.117906, 3.729384, -0.342349], [-2.016514, 4.647583, -1.241277], [-2.326263, 4.361443, -0.378806], [2.307465, 2.678594, -0.788389], [1.099196, 2.625585, 0.165901], [1.948472, 2.169283, -0.049293], [2.179706, -2.222316, -2.866888], [3.628650, -2.409974, -2.341292], [3.008315, -1.801334, -2.771149], [-1.630480, -0.461784, -3.626692], [-1.846630, -1.911970, -3.834038], [-2.315334, -1.142127, -3.662778], [-3.637440, 1.851900, 3.525406], [-2.907787, 3.006945, 2.745496], [-3.512525, 2.210799, 2.629125], [0.789920, -3.343408, -3.718261], [0.608640, -2.868178, -2.284740], [0.469489, -2.603639, -3.200250], [0.295741, 4.000171, 1.507226], [-0.740520, 4.408649, 0.366967], [0.203074, 4.124051, 0.558377]],
  "atomic_forces_ev_per_a": [[-0.7, -0.3, -0.5], [0.9, 0.8, 0.3], [0.3, -2.0, -0.7], [-0.5, -0.4, -0.1], [0.3, 0.8, 1.6], [-0.3, -0.1, 0.3], [0.1, 0.4, -0.3], [-0.2, 0.8, 0.4], [0.2, 0.9, 0.4], [0.2, -0.4, -0.2], [-0.1, -0.3, 0.0], [0.0, -0.2, -0.4], [-0.5, 0.1, -0.3], [-0.4, -0.7, 0.5], [-0.3, -0.7, -0.6], [0.7, 1.3, 0.3], [1.2, 1.3, 0.7], [-0.7, 2.1, -1.1], [-0.4, -3.1, 0.4], [-0.9, 0.5, 0.5], [0.2, -1.5, -0.9], [0.6, 1.4, 0.3], [0.3, 0.3, -0.6], [-0.1, -0.7, -0.5], [-0.2, 0.4, 1.0], [0.2, -0.5, 0.2], [-0.8, -0.9, -0.9], [0.4, 1.1, 0.8], [-1.0, 0.1, 0.4], [-0.1, -0.6, -0.3], [1.2, 0.3, 0.2], [0.0, -1.3, -0.3], [-0.6, -0.3, -2.0], [1.1, 1.9, 2.1], [-0.8, 2.6, 0.3], [-0.1, -0.6, -0.2], [0.0, -2.0, 1.2], [-1.3, -2.8, 2.7], [1.2, 1.3, -1.9], [0.4, 1.4, -0.8], [1.0, 0.8, -0.9], [-0.7, -0.4, -0.2], [-0.4, -0.1, 0.8], [-0.1, -0.2, 0.2], [0.3, 0.1, -0.2], [-0.2, 0.0, 0.1], [-1.5, -0.6, -0.2], [-0.5, 0.0, -0.2], [2.6, 0.6, 0.0], [-0.3, 0.2, -0.3], [1.3, -2.4, -0.5], [-1.4, 2.3, 0.4], [0.0, 0.3, -0.6], [-0.6, -1.5, 0.0], [1.0, 1.3, 0.7], [-0.1, -0.2, -0.3], [0.0, -0.4, 1.0], [-0.5, -0.1, -0.5], [-0.7, 0.2, -0.3], [1.0, -0.9, 0.6], [0.2, 0.4, -1.4]],
  "nbo_charge": [-0.56, 0.46, -0.51, -0.41, -0.63, 0.12, 0.21, 0.24, 0.21, 0.21, 0.25, 0.21, 0.19, 0.46, 0.48, -0.95, 0.50, 0.46, -0.99, 0.51, 0.53, -1.04, 0.51, 0.51, -1.05, 0.49, 0.51, -0.97, 0.49, 0.49, -0.95, 0.47, 0.46, -0.94, 0.47, 0.51, -0.97, 0.53, 0.54, -1.05, 0.52, 0.49, -1.02, 0.48, 0.52, -1.00, 0.50, 0.49, -0.97, 0.48, 0.47, -0.94, 0.49, 0.51, -0.99, 0.49, 0.52, -0.99, 0.48, 0.52, -1.02]
}



{
  "formula": "C4H44N2O15",
  "method": "ωB97M-V with the def2-TZVPD basis set",
  "e_homo_ev": [-4.68, -12.99],
  "charge": 1,
  "spin_multiplicity": 2,
  "gap_ha": [0.08385, 0.38754],
  "symbols": ["C", "C", "C", "C", "N", "N", "H", "H", "H", "H", "H", "H", "H", "H", "H", "H", "H", "H", "H", "H", "H", "H", "O", "H", "H", "O", "H", "H", "O", "H", "H", "O", "H", "H", "O", "H", "H", "O", "H", "H", "O", "H", "H", "O", "H", "H", "O", "H", "H", "O", "H", "H", "O", "H", "H", "O", "H", "H", "O", "H", "H", "O", "H", "H", "O"],
  "coordinates": [[-0.919620, 1.806904, 0.315368], [-0.705480, 0.663855, -0.621265], [0.613982, -0.097790, -0.109039], [0.291256, -0.836796, 1.246675], [0.863581, -0.463853, 2.527382], [-0.678563, 1.014931, -2.091527], [-1.185663, 1.540006, 1.288554], [-0.013301, 2.497346, 0.477715], [-1.729092, 2.540749, -0.084693], [-1.480172, -0.009052, -0.576754], [1.465058, 0.591107, 0.121076], [0.977508, -0.837692, -0.857231], [-0.914939, -0.839371, 1.281544], [0.542937, -1.901615, 0.907943], [0.590062, -1.113544, 3.212510], [1.887150, -0.377948, 2.431070], [0.536387, 0.521168, 2.810792], [-1.605635, 1.076024, -2.492188], [-0.380527, 0.357307, -2.693053], [-0.022861, 1.792885, -2.119190], [1.641983, -3.396237, 3.555264], [3.059775, -2.590635, 3.746633], [2.109088, -2.537123, 3.607393], [4.148691, 0.142816, -0.958968], [4.712104, 0.649648, -2.326255], [4.930779, 0.688813, -1.404799], [-0.655455, -2.193288, -3.297460], [-1.150585, -1.053560, -4.210427], [-0.404315, -1.322836, -3.647527], [-3.284938, -0.741557, 2.491350], [-4.075230, -2.062746, 3.186068], [-3.580933, -1.685208, 2.433975], [3.217396, 1.106942, 3.812700], [2.276328, 1.888868, 4.594449], [2.365208, 1.333252, 3.798549], [1.230219, 3.701480, -3.312282], [2.647107, 3.136260, -3.648050], [1.840604, 3.073987, -3.013365], [-0.980954, 3.170944, 4.057772], [-2.664763, 3.355237, 3.603732], [-1.857147, 2.846295, 3.695484], [-4.177633, 0.433725, -1.955735], [-3.306985, -0.571558, -1.388023], [-3.241965, 0.490203, -1.613479], [-3.236637, -3.211192, -2.607621], [-3.063906, -3.526771, -1.362285], [-2.491559, -3.109653, -2.000749], [-5.065390, -2.030160, -0.015617], [-3.635489, -2.016664, 0.338971], [-4.183890, -1.896873, -0.390665], [3.034860, 2.784293, -0.512289], [2.750923, 3.028314, 1.085506], [2.411152, 2.954835, 0.227659], [2.495840, -1.988200, -0.731389], [2.428767, -3.036746, 0.372538], [1.894284, -2.657401, -0.299417], [-0.281772, 0.887789, -5.030106], [-1.151050, 2.227210, -4.927342], [-1.006819, 1.369373, -4.668978], [-1.594045, -0.080920, 4.331293], [-1.981084, 1.035961, 3.464206], [-1.526014, 0.187978, 3.461535], [4.263796, -2.597483, -2.081800], [3.259819, -2.252054, -3.105735], [3.747790, -1.859984, -2.330391]],
  "atomic_forces_ev_per_a": [[-0.1, 4.3, -2.2], [3.3, -0.8, 0.7], [0.1, 1.0, 0.3], [-4.0, -2.5, -3.6], [0.0, 3.8, -2.0], [0.1, 3.1, 4.0], [-0.7, -0.9, 1.3], [-0.9, -1.3, -0.7], [1.0, -1.3, 0.7], [-1.6, -1.5, 0.5], [-0.8, 0.0, -0.7], [-0.6, 0.6, 0.6], [2.9, 0.0, 0.7], [-0.2, 1.4, 1.5], [0.0, -1.1, 1.4], [0.1, -0.5, 0.4], [0.5, -1.8, -0.2], [-0.9, 1.4, 0.5], [2.4, -3.9, -2.0], [-0.4, 0.5, -1.0], [1.1, 0.3, 0.2], [0.1, -0.6, 0.0], [-1.1, 0.0, -0.2], [2.6, 1.7, -1.4], [-0.1, -0.2, -0.8], [-2.4, -1.3, 2.3], [0.0, 0.2, 0.1], [0.2, -0.3, 0.2], [-0.4, 0.0, -0.3], [-0.6, -1.4, 1.0], [0.6, 1.1, -0.3], [0.1, 0.1, -0.7], [5.7, -1.7, -0.2], [-0.2, -0.1, -0.2], [-5.4, 2.1, 0.5], [-1.2, 1.7, -0.8], [-2.2, -0.1, 1.7], [3.4, -1.7, -0.8], [-2.2, 0.4, -0.6], [0.7, 1.1, 0.5], [1.3, -1.3, 0.0], [1.2, 1.1, 0.2], [0.7, 3.2, -0.2], [-2.5, -4.3, -0.3], [0.5, 0.7, -1.5], [0.6, -0.2, 2.0], [-0.7, -0.4, -0.9], [0.1, 0.2, -0.1], [1.7, -0.3, 2.4], [-2.1, 0.1, -1.9], [-0.1, 0.2, 1.4], [1.6, 0.0, 1.5], [-1.6, -0.3, -3.0], [-0.6, -1.2, 0.4], [0.8, -0.7, 1.1], [0.3, 1.0, -1.7], [0.9, 0.4, -0.9], [0.1, 2.9, -1.6], [-1.0, -3.2, 2.1], [-0.1, -1.2, 3.0], [0.1, 0.9, 0.0], [-0.2, 0.4, -2.8], [1.3, -1.2, 0.8], [0.4, 0.8, 1.0], [-1.8, 0.4, -1.9]],
  "mulliken_spin": [0.24, -0.08, 0.32, 0.26, -0.16, -0.01, -0.13, 0.03, 0.02, 0.01, 0.08, -0.06, 0.09, 0.02, -0.06, 0.26, -0.03, 0.00, 0.00, 0.01, -0.01, -0.02, 0.10, 0.02, 0.02, -0.01, 0.00, 0.00, 0.00, 0.02, -0.01, 0.04, -0.01, 0.12, -0.08, 0.00, -0.01, 0.04, 0.05, 0.00, -0.03, 0.00, 0.00, 0.00, 0.00, 0.00, 0.00, 0.00, 0.00, 0.00, 0.00, 0.01, 0.04, -0.05, -0.01, 0.07, 0.00, 0.00, 0.01, 0.18, -0.02, -0.29, -0.03, -0.01, 0.08]
}



{
  "formula": "C4H49NO27",
  "method": "ωB97M-V with the def2-TZVPD basis set",
  "e_homo_ev": -10.59,
  "spin_multiplicity": 1,
  "gap_ha": 0.38258,
  "symbols": ["O", "N", "O", "C", "C", "C", "O", "C", "O", "O", "H", "H", "H", "H", "H", "O", "H", "H", "O", "H", "H", "O", "H", "H", "O", "H", "H", "O", "H", "H", "O", "H", "H", "O", "H", "H", "O", "H", "H", "O", "H", "H", "O", "H", "H", "O", "H", "H", "O", "H", "H", "O", "H", "H", "O", "H", "H", "O", "H", "H", "O", "H", "H", "O", "H", "H", "O", "H", "H", "O", "H", "H", "O", "H", "H", "O", "H", "H", "O", "H", "H"],
  "coordinates": [[0.646809, 2.038792, 3.920573], [0.953099, 0.919214, 4.063870], [2.262830, 0.693916, 3.643796], [2.354280, -0.644876, 3.149138], [2.397351, -0.603648, 1.635743], [1.982521, -1.961614, 1.005841], [1.185038, -1.527783, -0.118917], [0.506418, -0.486503, 0.423775], [-0.674186, -0.288420, 0.369503], [1.398408, 0.285189, 1.100019], [3.253276, -1.114354, 3.546919], [1.489654, -1.206453, 3.513427], [3.371281, -0.297684, 1.252847], [1.270653, -2.454279, 1.674546], [2.833209, -2.559892, 0.696843], [-2.346670, 0.788076, 4.427326], [-1.543062, 1.282515, 4.615710], [-2.673838, 1.210947, 3.624178], [-2.311497, 3.740150, 4.110276], [-1.400075, 3.477107, 3.928155], [-2.357422, 4.632006, 3.737486], [-2.397557, 0.989164, -1.717357], [-1.785955, 0.773872, -0.998861], [-2.383834, 1.959330, -1.758752], [-3.886845, -1.198813, 2.391507], [-3.950954, -0.729774, 1.551295], [-3.526707, -0.548050, 3.002992], [-4.584973, 1.219002, 0.352061], [-3.797775, 1.304911, -0.203794], [-5.171513, 0.658309, -0.165493], [3.028690, -1.841633, 5.793111], [2.683284, -2.592281, 6.293624], [3.792904, -1.554403, 6.302251], [-1.226918, 0.744713, -4.301832], [-1.602045, 0.621842, -3.410690], [-1.294660, -0.119358, -4.720363], [-1.596949, 6.452314, 4.310532], [-1.591268, 7.413101, 4.214382], [-2.144358, 6.296686, 5.092135], [3.755009, -2.278054, -1.559888], [4.430143, -2.089842, -2.219833], [3.204142, -2.962751, -1.962816], [2.020834, -4.433635, -1.204069], [1.241812, -4.752013, -1.683546], [1.654616, -3.769741, -0.613313], [-0.258588, -4.897339, -3.062065], [-0.396494, -4.401555, -3.875812], [-1.111790, -4.889883, -2.614270], [-0.680800, 2.080736, -7.157602], [-0.637808, 1.722480, -6.261284], [0.034762, 1.637943, -7.626109], [-1.293700, 3.818580, -1.779226], [-1.230611, 4.751234, -2.004563], [-0.475392, 3.630549, -1.308439], [1.165360, -2.541134, 7.790503], [0.938757, -1.673335, 7.439889], [0.646874, -2.643605, 8.593301], [0.412006, 3.425384, -4.500736], [0.340432, 2.513850, -4.196006], [-0.321459, 3.517740, -5.117313], [-1.072772, -5.102390, -0.257630], [-0.964377, -5.966273, -0.670734], [-1.673742, -5.269923, 0.476175], [-1.975508, 4.512505, 6.957535], [-1.935804, 4.189573, 6.046183], [-2.389989, 3.797161, 7.447907], [4.187021, -2.829597, -4.367557], [4.855973, -2.644667, -5.032607], [3.638647, -3.520699, -4.763484], [-1.280927, 0.169526, -9.360718], [-1.300781, 1.100832, -9.603587], [-1.860937, 0.132390, -8.593364], [3.548201, -5.742640, -4.696759], [3.369461, -5.875661, -3.759124], [3.531315, -6.623327, -5.081648], [1.056479, -2.162030, -4.049310], [0.949316, -1.213043, -4.168404], [1.932035, -2.240409, -3.652654], [-2.124822, 8.162776, 2.023472], [-2.198704, 7.218599, 2.204201], [-2.888832, 8.370354, 1.477504]],
  "atomic_forces_ev_per_a": [[0.1, 0.2, 0.4], [-0.1, -0.1, -0.4], [0.0, 0.1, 0.0], [0.0, 0.1, 0.1], [0.2, -0.6, -0.7], [0.0, 0.9, 0.2], [-0.5, -0.4, 0.4], [0.0, 0.2, -0.1], [0.7, 0.3, -0.6], [-0.7, -0.2, 0.7], [-0.1, 0.1, 0.0], [0.0, 0.0, -0.1], [-0.1, 0.2, 0.1], [0.4, -0.4, 0.1], [-0.2, -0.1, -0.2], [0.0, -0.1, -0.2], [0.0, -0.1, 0.1], [-0.1, 0.2, 0.2], [0.2, 0.0, -0.1], [0.0, 0.0, 0.0], [0.0, 0.0, 0.0], [0.0, 0.3, 0.2], [0.1, -0.3, 0.1], [0.2, 0.1, -0.2], [0.0, -0.1, -0.1], [0.0, 0.2, 0.1], [0.0, -0.2, 0.1], [0.1, -0.1, 0.1], [-0.1, -0.1, -0.1], [0.0, 0.1, 0.0], [0.1, -0.1, 0.0], [-0.1, 0.1, 0.1], [0.0, 0.0, 0.0], [0.3, -0.2, -0.2], [-0.1, 0.2, 0.1], [-0.1, 0.0, 0.0], [-0.3, 0.1, 0.1], [0.1, 0.0, -0.1], [0.2, 0.0, 0.1], [0.1, 0.3, 0.1], [-0.1, -0.1, -0.1], [0.1, -0.2, 0.2], [0.0, -0.2, -0.2], [-0.1, 0.1, -0.2], [-0.2, 0.0, 0.0], [-0.2, -0.3, 0.0], [0.2, 0.2, 0.1], [0.0, 0.2, 0.1], [0.0, -0.1, 0.1], [-0.1, 0.0, 0.0], [0.0, 0.0, 0.0], [-0.1, -0.1, 0.3], [0.0, 0.0, -0.2], [0.0, 0.0, -0.1], [0.0, 0.0, 0.0], [0.0, 0.0, 0.0], [0.0, 0.0, 0.0], [0.1, 0.0, 0.0], [-0.1, 0.0, 0.1], [0.0, 0.1, -0.1], [-0.1, -0.2, -0.1], [0.1, 0.0, 0.1], [0.0, 0.1, 0.0], [0.1, 0.1, 0.0], [-0.2, -0.1, -0.1], [-0.1, 0.0, 0.0], [-0.1, 0.1, -0.1], [0.0, 0.0, 0.0], [0.2, -0.2, 0.0], [0.0, 0.0, -0.1], [0.0, 0.0, 0.0], [0.0, 0.0, 0.0], [0.0, 0.0, 0.1], [0.0, 0.0, 0.0], [0.0, 0.0, 0.0], [-0.1, 0.0, -0.1], [0.0, 0.0, 0.0], [0.0, 0.0, 0.0], [0.0, -0.1, 0.0], [0.0, 0.0, 0.0], [0.0, 0.1, 0.0]],
  "lowdin_charge": [0.07, -0.02, -0.06, -0.14, -0.21, -0.07, 0.05, -0.52, 0.17, 0.09, 0.12, 0.13, 0.17, 0.15, 0.13, -0.05, -0.01, 0.03, -0.05, 0.03, 0.03, -0.05, 0.03, 0.04, -0.06, 0.00, -0.01, -0.06, 0.00, 0.05, -0.05, 0.02, 0.05, -0.06, 0.01, 0.05, -0.06, 0.04, 0.05, -0.07, 0.02, -0.01, -0.05, 0.01, 0.01, -0.05, 0.04, 0.03, -0.06, -0.01, 0.04, -0.05, 0.05, 0.05, -0.06, 0.04, 0.05, -0.07, 0.00, 0.02, -0.05, 0.04, 0.05, -0.07, -0.01, 0.04, -0.05, 0.05, 0.02, -0.07, 0.03, 0.03, -0.05, 0.04, 0.04, -0.05, 0.03, 0.01, -0.06, 0.02, 0.04]
}